24
Properties=species:S:1:pos:R:3:mulliken_charge:R:1 method="wB97M-V/def2-TZVPD" lumo_ev=-0.21 homo_ev=-8.32 homo_lumo_gap_ev=8.12 relative_energy_ev=2.575 max_force_ev_per_a=4.0
H 2.10 1.77 -1.38 0.32
N 1.97 1.03 -0.67 -0.54
C 1.95 1.36 0.52 0.32
Cl 1.65 3.02 1.12 -0.18
N 2.27 0.54 1.49 -0.21
C 2.00 0.47 2.88 -0.40
C 0.75 0.46 3.38 0.43
Br 0.62 0.50 5.27 -0.20
C -0.52 0.62 2.63 -0.74
C -0.69 0.45 1.35 -0.08
C -1.08 0.28 0.08 0.70
C -1.04 1.24 -0.99 -0.19
N -1.42 1.06 -2.20 -0.63
C -2.02 -0.11 -2.58 -0.32
C -2.07 -1.19 -1.72 -0.45
C -1.78 -1.03 -0.26 -0.74
H 2.85 -0.17 1.17 0.22
H 3.01 0.36 3.53 0.30
H -1.27 0.91 3.33 0.41
H -0.51 2.24 -0.75 0.35
H -2.33 0.00 -3.59 0.45
H -2.43 -2.14 -2.15 0.34
H -2.65 -1.04 0.25 0.44
H -1.29 -1.96 0.10 0.39